# 1
Formula: C7H11INO2
Source: OMol25
Level of theory: ωB97M-V/def2-TZVPD

Positions of all 22 atoms, in Å:
C 2.26 -0.95 -0.28
H -0.46 1.34 -1.59
H -0.66 2.55 -0.45
H 2.46 -1.42 -1.20
H -1.21 0.62 1.14
H 0.09 -2.04 -1.49
C 2.52 0.39 1.50
N -2.73 -0.02 -0.13
C -0.30 -0.86 -0.03
C 1.02 -0.54 0.27
H -3.44 0.68 -0.12
O 1.22 0.24 1.36
H 3.05 0.82 2.40
O -0.57 -1.39 -1.22
C 3.22 -0.28 0.54
C -1.39 0.56 0.07
I -0.93 -2.24 1.66
H -1.97 2.15 -1.38
H 4.31 -0.21 0.25
H -2.79 -0.80 0.64
H -2.58 -0.35 -1.14
C -1.12 1.73 -0.82

Values from the calculation:
HOMO energy	-12.0	eV
ΔE to the lowest compared entry with this formula, charge and spin	68.7	kJ/mol
HOMO-LUMO gap	8.28	eV
energy	-775.933827	hartree
SMILES	C[C@@H]([NH3+])[C@](O)(I)c1ccco1
maximum force	4.53	eV Å⁻¹
molecular weight	268.07	g mol⁻¹
LUMO level	-3.68	eV
total charge	+1

# 2
Formula: C8H14N4
Source: OMol25
Level of theory: ωB97M-V/def2-TZVPD

Positions of all 26 atoms, in Å:
N -3.32 1.68 0.45
H 0.00 1.36 1.30
C -2.27 1.15 -0.07
H 4.07 -1.02 0.27
H 0.89 -1.72 0.39
C 3.33 -0.99 -0.65
H 2.79 -1.86 -0.42
N -2.27 -1.29 -0.28
H -1.36 -3.04 -0.81
H 0.39 2.26 -1.68
H 3.77 -0.99 -1.68
H 2.83 1.07 -0.99
H -3.62 2.61 0.41
C 0.84 -0.83 1.01
C 0.69 1.59 0.43
H 1.24 2.53 0.65
H -0.23 -0.81 1.22
N -1.36 1.80 -0.83
N 2.46 0.19 -0.58
H 1.29 -1.10 1.94
C -2.14 -0.19 0.10
C -0.12 1.92 -0.84
H -3.93 1.02 0.94
H -3.16 -3.13 -0.18
C 1.46 0.33 0.23
C -2.27 -2.53 -0.33

Values from the calculation:
HOMO energy (alpha / beta)	-16.1 / -16.1	eV
ΔE to the lowest compared entry with this formula, charge and spin	267.2	kJ/mol
HOMO-LUMO gap (alpha / beta)	8.00 / 8.00	eV
energy	-531.514124	hartree
SMILES	C=[N+]=C=C(N)/N=C\C/C(C)=[NH+]/C
maximum force	4.10	eV Å⁻¹
molecular weight	166.23	g mol⁻¹
LUMO level (alpha / beta)	-8.06 / -8.06	eV
total charge	+2

# 3
Formula: C39H43AgAsNO3P
Source: OMol25
Level of theory: ωB97M-V/def2-TZVPD

Positions of all 89 atoms, in Å:
H 0.46 -2.53 0.59
C -1.61 0.55 2.86
H 3.68 -0.11 -1.20
C -0.38 4.00 0.82
C -3.75 -0.43 3.45
C 0.29 0.58 4.57
H -6.85 2.54 -2.98
C 2.93 -2.90 -1.48
C 6.44 -2.12 -0.21
H -3.42 0.18 -3.58
C 2.06 1.54 1.82
O -1.53 0.02 -2.65
H 1.88 2.60 1.95
H -2.20 -1.84 -3.95
H -4.77 -0.68 3.18
H -6.54 3.15 -1.33
C 1.19 -0.67 1.36
H -2.13 -4.12 -4.96
C 3.75 -4.78 -0.21
H 0.18 4.32 -1.21
H 6.28 -1.16 0.27
H 0.58 1.57 4.25
O -3.91 1.42 -0.74
C -0.28 -1.95 -3.08
H -0.42 6.07 0.26
H -1.28 2.91 3.94
C 0.07 -1.61 1.04
C 4.94 -4.11 0.02
C -1.33 -2.47 -3.83
As -4.54 1.88 -2.18
C -3.70 3.45 -2.90
C 3.35 1.03 1.91
C 4.28 -0.82 -1.78
H 4.18 1.70 2.11
C 0.87 -2.74 -2.88
C -0.60 5.37 1.07
H -1.57 -0.66 6.02
H 1.02 -0.12 4.14
C 2.49 -1.17 1.48
C -1.01 5.84 2.30
P -0.73 1.36 1.46
H -5.10 -0.30 -3.23
C 3.56 -0.33 1.76
C -6.42 2.30 -2.00
C -1.29 -3.73 -4.38
H 4.55 -0.75 1.85
H 7.00 -1.94 -1.13
C 5.14 -2.83 -0.49
C -0.14 -4.50 -4.20
C -0.64 3.11 1.90
H 0.87 2.84 -0.48
C -0.42 -0.54 -2.51
Ag -1.36 1.76 -1.01
H -0.50 -1.88 1.93
H -4.80 0.92 -4.50
C -2.93 0.21 2.53
O 0.56 -0.05 -1.91
H 2.67 -2.23 1.33
H 5.72 -4.58 0.61
H 1.80 -4.69 -1.10
H -3.30 0.46 1.54
H 1.75 -1.24 -1.93
H -1.56 5.32 4.32
C -3.26 -0.75 4.70
H -1.16 6.91 2.44
H -0.07 -5.49 -4.65
H -3.79 4.26 -2.18
C 0.02 3.52 -0.49
C -1.23 4.96 3.36
C -1.06 3.61 3.14
H 3.59 -5.77 0.21
H 7.07 -2.73 0.45
C 2.74 -4.18 -0.95
C -1.11 0.24 4.13
C 0.92 -4.02 -3.47
H -0.63 -1.16 0.33
C -1.95 -0.42 5.03
H -3.88 -1.26 5.43
H 3.92 -0.77 -2.81
C -4.46 0.52 -3.54
N 1.94 -2.22 -2.17
H 5.32 -0.48 -1.76
H -2.64 3.23 -3.04
H 0.36 0.52 5.66
H -4.16 3.73 -3.85
C 4.14 -2.22 -1.24
H 1.81 -4.61 -3.36
H -6.92 1.43 -1.58
C 0.98 0.70 1.57

Values from the calculation:
HOMO energy	-3.4	eV
ΔE to the lowest compared entry with this formula, charge and spin	11.7	kJ/mol
HOMO-LUMO gap	5.86	eV
energy	-4516.605765	hartree
maximum force	0.15	eV Å⁻¹
molecular weight	787.54	g mol⁻¹
LUMO level	2.50	eV
total charge	-1

# 4
Formula: C3H5IN4
Source: OMol25
Level of theory: ωB97M-V/def2-TZVPD

Positions of all 13 atoms, in Å:
H -2.16 2.33 0.46
I 4.51 0.68 -0.18
C -2.07 1.31 -0.09
H 1.39 -2.82 -0.79
C -0.57 -0.50 0.46
C 1.30 -1.81 -0.44
N 2.46 -1.17 -0.41
N 0.09 -1.36 -0.06
H -1.45 1.38 -1.05
N -1.45 0.36 0.80
H -1.54 0.51 1.79
N 2.61 -0.01 -0.02
H -3.11 1.11 -0.47

Values from the calculation:
HOMO energy	-7.3	eV
ΔE to the lowest compared entry with this formula, charge and spin	310.4	kJ/mol
HOMO-LUMO gap	7.53	eV
energy	-633.874225	hartree
maximum force	3.14	eV Å⁻¹
molecular weight	224.01	g mol⁻¹
LUMO level	0.18	eV

- Look up the molecular weight of the fourth one.
  224.01 g mol⁻¹